No. 1
15
Properties=species:S:1:pos:R:3 method="wB97M-V/def2-TZVPD" homo_lumo_gap_ev=6.11 total_charge=-2 homo_ev=0.106
C 0.321 0.885 0.005
C 1.178 0.624 -1.004
C -0.651 0.039 0.631
C 0.805 -1.781 -1.758
C -0.862 -1.214 0.277
N 1.420 -0.526 -1.765
O 1.265 -2.588 -2.600
O -2.672 0.055 2.388
O -1.431 -2.264 0.371
O -1.783 2.193 1.612
O -0.468 0.817 3.135
S -1.468 0.823 2.057
H 0.344 1.883 0.424
H 1.831 1.442 -1.314
H 2.169 -0.389 -2.462



No. 2
21
Properties=species:S:1:pos:R:3 method="wB97M-V/def2-TZVPD" homo_lumo_gap_ev=9.11 total_charge=0 homo_ev=-8.159 smiles="CC(C)C=O.C=CN"
C -1.163 -2.127 -0.203
C -0.246 -0.976 0.216
C 0.872 -1.449 1.143
C 0.340 -0.303 -1.015
O 1.420 -0.511 -1.525
H -1.966 -1.776 -0.851
H -0.597 -2.898 -0.729
H -1.618 -2.577 0.677
H -0.844 -0.219 0.731
H 0.450 -1.861 2.060
H 1.533 -0.624 1.401
H 1.471 -2.215 0.653
H -0.551 0.076 -1.673
C -0.370 2.065 -1.228
C 0.529 1.924 -0.208
N 0.145 2.079 1.137
H -1.397 2.331 -1.023
H -0.027 2.198 -2.241
H 1.592 1.936 -0.415
H 0.912 2.077 1.792
H -0.484 2.854 1.303



No. 3
46
Properties=species:S:1:pos:R:3 method="wB97M-V/def2-TZVPD" homo_lumo_gap_ev=7.51 total_charge=+1 homo_ev=-10.802
C 0.874 -0.764 -3.387
C 0.892 -0.514 -2.006
N -0.231 -0.713 -1.253
C -1.383 -1.156 -1.834
C -1.450 -1.386 -3.214
C -0.308 -1.191 -4.000
C 2.115 0.022 -1.306
P 2.058 -0.351 0.518
Pb -0.207 -0.225 0.852
P -2.466 -0.378 0.631
C -2.546 -1.440 -0.911
O 2.475 3.179 -1.126
O 1.012 3.372 1.168
H 1.785 -0.602 -3.970
H -2.388 -1.731 -3.659
H -0.338 -1.374 -5.079
C 2.860 -2.000 0.696
C 3.255 0.804 1.290
H -3.511 -1.380 -1.445
H -2.434 -2.474 -0.529
H 2.118 1.140 -1.346
H 3.040 -0.324 -1.801
C -3.498 -1.279 1.856
C -3.469 1.113 0.223
H 0.480 2.557 0.921
H 1.171 3.241 2.120
H 2.067 3.346 -0.233
H 1.803 3.541 -1.730
H -0.232 -1.833 1.327
H -0.248 1.418 0.408
H 3.901 -1.994 0.326
H 2.847 -2.284 1.762
H 2.262 -2.738 0.137
H 4.254 0.736 0.828
H 2.852 1.822 1.184
H 3.315 0.555 2.363
H -4.510 0.860 -0.045
H -3.465 1.783 1.099
H -2.977 1.639 -0.612
H -4.536 -1.423 1.511
H -3.019 -2.250 2.060
H -3.494 -0.693 2.791
F -0.834 -0.728 3.705
C -0.178 0.270 3.010
F -0.828 1.468 3.217
F 1.115 0.362 3.484



No. 4
41
Properties=species:S:1:pos:R:3 method="wB97M-V/def2-TZVPD" homo_lumo_gap_ev=8.83 total_charge=0 homo_ev=-8.254 smiles="C[C@H]1CCc2nc(NC(=O)CSc3nc4ccccc4o3)sc2C1"
C 2.895 0.049 1.091
C 3.132 -1.058 0.067
C 2.634 -2.418 0.572
C 1.139 -2.406 0.893
C 0.387 -1.722 -0.197
N -0.970 -1.804 -0.278
C -1.436 -1.130 -1.265
N -2.757 -0.960 -1.580
C -3.849 -1.038 -0.742
O -4.923 -0.638 -1.114
C -3.660 -1.780 0.558
S -2.837 -0.888 1.939
C -2.103 0.478 1.187
N -2.504 1.104 0.132
C -1.567 2.092 -0.067
C -1.443 3.052 -1.060
C -0.355 3.899 -0.981
C 0.579 3.803 0.048
C 0.469 2.853 1.049
C -0.613 2.001 0.966
O -0.975 0.957 1.767
S -0.210 -0.311 -2.237
C 0.986 -0.963 -1.151
C 2.448 -0.720 -1.266
H 1.833 0.236 1.221
H 3.320 -0.227 2.054
H 3.365 0.974 0.762
H 4.210 -1.134 -0.113
H 2.828 -3.166 -0.200
H 3.194 -2.706 1.464
H 0.948 -1.885 1.835
H 0.761 -3.424 1.007
H -2.940 -0.429 -2.424
H -3.048 -2.666 0.391
H -4.645 -2.047 0.941
H -2.171 3.123 -1.851
H -0.222 4.658 -1.737
H 1.412 4.489 0.067
H 1.188 2.776 1.849
H 2.861 -1.344 -2.066
H 2.637 0.323 -1.535



No. 5
11
Properties=species:S:1:pos:R:3 method="wB97M-V/def2-TZVPD" homo_lumo_gap_ev=8.43 total_charge=0 homo_ev=-9.367
C -0.421 -0.946 -1.165
C 0.927 -1.063 -1.093
C 1.261 -0.149 0.069
C -0.034 0.566 0.497
H -2.479 0.235 1.115
H -0.967 -1.541 -1.851
H 1.521 -1.846 -1.551
N -0.963 -0.072 -0.211
O -2.277 0.287 -0.311
O 2.287 -0.006 0.626
O -0.226 1.370 1.424



No. 6
138
Properties=species:S:1:pos:R:3 method="wB97M-V/def2-TZVPD" homo_lumo_gap_ev=8.00 total_charge=+1 homo_ev=-11.087
C 2.098 -2.549 1.562
C 0.895 -1.857 2.406
C -0.149 -1.145 1.369
C 0.498 0.293 0.971
C -0.402 1.093 -0.142
C -0.899 2.529 0.393
C -2.387 2.545 1.007
C -3.475 2.761 -0.168
C -4.550 3.924 0.104
C -5.632 3.589 1.255
C -7.166 3.985 0.862
C -8.176 2.693 0.963
C -8.560 2.293 -0.550
C -8.844 0.716 -0.776
C -7.763 -0.256 -0.096
C -6.368 0.364 -0.715
N -6.432 0.604 -2.219
C -5.671 1.605 -2.567
O -5.035 2.570 -3.011
C -5.508 -1.037 -0.602
N -6.311 -2.176 0.029
C -6.230 -2.381 1.520
C -5.695 -1.144 2.388
C -6.528 -1.159 3.801
Cl -3.923 -1.217 2.870
C -5.736 -3.377 -0.673
C -4.165 -3.594 -0.788
N -3.281 -3.183 0.309
N -3.983 -5.108 -0.894
N -3.522 -3.092 -2.080
C -7.707 -1.843 -0.514
N -8.916 -2.480 0.016
C -10.102 -2.321 -0.936
C -8.860 -3.951 0.188
C -8.679 -4.969 -1.079
O -8.907 -4.526 1.329
H 2.404 -3.531 2.090
H 1.802 -2.822 0.489
H 3.029 -1.873 1.555
H 1.309 -1.000 3.072
H 0.383 -2.653 3.050
H -0.385 -1.794 0.454
H -1.110 -0.935 1.979
H 0.588 0.913 1.947
H 1.568 0.092 0.577
H 0.314 1.235 -1.047
H -1.274 0.420 -0.516
H -0.164 2.842 1.247
H -0.779 3.313 -0.455
H -2.573 3.342 1.808
H -2.568 1.478 1.440
H -2.873 3.033 -1.125
H -3.939 1.723 -0.388
H -3.946 4.852 0.461
H -5.091 4.283 -0.861
H -5.505 2.484 1.545
H -5.305 4.198 2.190
H -7.480 4.793 1.634
H -7.186 4.475 -0.172
H -9.055 3.027 1.616
H -7.587 1.901 1.545
H -7.802 2.726 -1.293
H -9.566 2.829 -0.782
H -9.032 0.526 -1.897
H -9.864 0.506 -0.254
H -7.927 -0.126 1.040
H -5.973 1.261 -0.125
H -5.449 -1.313 -1.728
H -4.563 -0.675 -0.076
H -5.555 -3.313 1.682
H -7.242 -2.690 2.004
H -5.885 -0.104 1.951
H -6.200 -0.327 4.513
H -6.405 -2.200 4.293
H -7.664 -1.040 3.577
H -6.183 -3.384 -1.748
H -6.173 -4.335 -0.176
H -3.044 -2.190 0.353
H -3.448 -3.626 1.215
H -3.135 -5.337 -0.338
H -3.759 -5.328 -1.882
H -3.139 -2.157 -1.804
H -4.258 -2.855 -2.773
H -7.658 -1.740 -1.674
H -10.805 -3.241 -0.826
H -10.746 -1.409 -0.689
H -9.706 -2.355 -2.012
H -8.215 -4.406 -1.986
H -7.954 -5.813 -0.809
H -9.695 -5.413 -1.394
C 3.177 5.118 0.173
C 4.267 5.212 -0.591
C 5.145 4.045 -0.820
O 6.141 4.128 -1.515
C 4.768 2.770 -0.174
C 3.678 2.677 0.590
C 2.800 3.843 0.819
O 1.803 3.757 1.515
H 2.524 5.962 0.352
H 4.558 6.137 -1.072
H 5.422 1.926 -0.354
H 3.388 1.751 1.071
C 10.218 0.824 -3.802
C 9.720 0.733 -2.568
C 8.540 1.522 -2.157
O 8.086 1.439 -1.027
C 7.932 2.415 -3.166
C 8.429 2.506 -4.400
C 9.609 1.717 -4.812
O 10.063 1.798 -5.938
H 11.082 0.254 -4.120
H 10.153 0.083 -1.817
H 7.068 2.984 -2.847
H 7.996 3.156 -5.151
C 14.151 1.141 0.418
C 14.172 1.275 1.745
C 12.977 1.725 2.489
O 12.995 1.850 3.699
C 11.759 2.020 1.705
C 11.739 1.886 0.378
C 12.933 1.436 -0.365
O 12.915 1.311 -1.578
H 15.017 0.812 -0.143
H 15.056 1.062 2.333
H 10.892 2.348 2.266
H 10.854 2.098 -0.210
C 10.746 -1.958 0.505
C 9.498 -2.424 0.565
C 9.200 -3.851 0.317
O 8.061 -4.277 0.370
C 10.339 -4.740 0.002
C 11.587 -4.273 -0.057
C 11.885 -2.847 0.190
O 13.025 -2.420 0.138
H 10.982 -0.916 0.683
H 8.654 -1.787 0.795
H 10.103 -5.782 -0.176
H 12.432 -4.911 -0.287